Entry 1:
{"formula": "C45H57N2O4P2S3SiTl", "method": "ωB97M-V/def2-TZVPD", "elements": ["Tl", "S", "P", "C", "P", "S", "C", "C", "C", "C", "C", "C", "C", "C", "C", "C", "C", "C", "C", "C", "C", "C", "C", "C", "C", "C", "C", "C", "C", "C", "H", "H", "H", "H", "H", "H", "H", "H", "H", "H", "H", "H", "H", "H", "H", "H", "H", "H", "H", "H", "C", "C", "O", "N", "C", "C", "C", "C", "C", "C", "N", "H", "H", "H", "H", "H", "H", "H", "H", "H", "H", "C", "C", "C", "C", "O", "Si", "S", "O", "C", "C", "C", "C", "O", "C", "C", "C", "C", "H", "H", "H", "H", "H", "H", "H", "H", "H", "H", "H", "H", "H", "H", "H", "H", "H", "H", "H", "H", "H", "H", "H", "H", "H", "H", "H"], "coordinates": [[0.51, -0.31, 1.09], [2.23, 2.37, 1.39], [2.18, 1.78, -0.50], [1.66, 0.12, -0.65], [2.41, -1.32, -1.23], [1.55, -2.89, -0.36], [4.21, -1.34, -0.91], [5.14, -1.91, -1.77], [6.48, -1.96, -1.42], [6.90, -1.45, -0.20], [5.97, -0.90, 0.67], [4.64, -0.84, 0.32], [2.27, -1.44, -3.05], [1.34, -2.31, -3.62], [1.14, -2.32, -4.99], [1.88, -1.47, -5.81], [2.81, -0.61, -5.25], [3.00, -0.60, -3.88], [1.04, 2.82, -1.47], [0.90, 4.18, -1.17], [0.09, 4.98, -1.94], [-0.60, 4.44, -3.02], [-0.46, 3.10, -3.33], [0.35, 2.29, -2.55], [3.76, 2.11, -1.36], [3.80, 2.43, -2.72], [5.01, 2.67, -3.35], [6.19, 2.60, -2.63], [6.16, 2.31, -1.27], [4.95, 2.09, -0.63], [4.82, -2.33, -2.72], [7.20, -2.39, -2.11], [7.95, -1.48, 0.07], [6.30, -0.50, 1.62], [3.92, -0.39, 0.99], [0.78, -2.97, -2.98], [0.42, -3.00, -5.42], [1.72, -1.48, -6.88], [3.40, 0.05, -5.88], [3.74, 0.07, -3.45], [1.43, 4.58, -0.31], [-0.02, 6.03, -1.70], [-1.24, 5.07, -3.63], [-1.00, 2.67, -4.17], [0.47, 1.24, -2.78], [2.88, 2.48, -3.29], [5.03, 2.91, -4.40], [7.14, 2.78, -3.12], [7.08, 2.28, -0.70], [4.91, 1.91, 0.43], [3.76, -2.92, 3.22], [2.41, -2.25, 3.30], [2.16, -1.22, 2.70], [1.51, -2.87, 4.09], [0.16, -2.36, 4.28], [-0.81, -3.01, 3.32], [-1.68, -4.00, 3.75], [-2.49, -4.63, 2.81], [-2.39, -4.25, 1.49], [-1.48, -3.25, 1.16], [-0.72, -2.63, 2.05], [4.39, -2.36, 2.54], [3.64, -3.94, 2.84], [4.22, -2.96, 4.21], [1.77, -3.72, 4.55], [0.17, -1.28, 4.13], [-0.15, -2.56, 5.31], [-1.72, -4.27, 4.79], [-3.19, -5.40, 3.12], [-2.99, -4.71, 0.72], [-1.36, -2.94, 0.13], [-3.85, -1.50, -1.13], [-2.69, -0.52, -1.30], [-1.58, -1.13, -2.14], [-3.18, 0.77, -1.93], [-2.08, -0.24, -0.01], [-2.74, 0.34, 1.39], [-1.09, 0.59, 2.70], [-3.80, -0.79, 1.88], [-4.83, -0.74, 2.87], [-4.34, -0.03, 4.12], [-5.17, -2.19, 3.19], [-6.05, -0.03, 2.28], [-3.56, 1.73, 1.18], [-3.24, 3.14, 1.19], [-3.18, 3.61, 2.64], [-1.92, 3.43, 0.48], [-4.39, 3.82, 0.46], [-4.24, -1.77, -2.11], [-4.65, -1.05, -0.55], [-3.52, -2.40, -0.62], [-1.94, -1.32, -3.15], [-1.23, -2.07, -1.72], [-0.73, -0.46, -2.18], [-3.54, 0.57, -2.94], [-2.36, 1.48, -2.00], [-3.98, 1.22, -1.34], [-3.44, -0.52, 4.50], [-5.10, -0.04, 4.90], [-4.09, 1.01, 3.91], [-4.30, -2.69, 3.61], [-5.46, -2.71, 2.28], [-5.99, -2.25, 3.91], [-5.81, 1.00, 2.03], [-6.87, -0.04, 3.00], [-6.38, -0.55, 1.38], [-2.38, 3.10, 3.18], [-4.13, 3.42, 3.14], [-2.98, 4.68, 2.68], [-1.08, 3.00, 1.01], [-1.77, 4.51, 0.41], [-1.94, 3.04, -0.54], [-5.34, 3.57, 0.94], [-4.42, 3.50, -0.58], [-4.27, 4.90, 0.49]], "homo_lumo_gap_ev": 7.47, "e_tot_ha": -4498.9819, "fmax_ev_per_a": 0.383, "e_lumo_ev": 0.21}

---

Entry 2:
{"formula": "C12H23Cl2DyN2O", "method": "ωB97M-V/def2-TZVPD", "elements": ["C", "C", "Cl", "C", "Cl", "C", "N", "C", "C", "C", "C", "N", "O", "C", "C", "C", "C", "H", "H", "H", "H", "H", "H", "H", "H", "H", "H", "H", "H", "H", "H", "H", "H", "H", "H", "H", "H", "H", "H", "H", "Dy"], "coordinates": [[1.46, -2.18, 0.92], [2.36, -1.23, 0.06], [3.91, -2.16, -0.21], [1.79, -0.90, -1.34], [3.11, -0.06, -2.27], [0.50, 0.02, -1.37], [0.28, 0.38, -2.80], [-0.75, -0.85, -0.98], [-1.56, -0.33, 0.24], [-2.16, -1.63, 0.94], [-2.79, 0.48, -0.30], [-0.75, 0.35, 1.28], [-1.46, 0.77, 2.26], [0.06, 1.51, 0.82], [1.27, 1.64, 1.87], [-0.69, 2.90, 0.93], [0.65, 1.39, -0.62], [0.86, -1.58, 1.62], [0.86, -2.90, 0.32], [2.14, -2.79, 1.53], [2.65, -0.34, 0.61], [1.58, -1.83, -1.94], [0.78, 1.23, -3.02], [0.60, -0.38, -3.39], [-0.43, -1.94, -0.85], [-1.46, -0.85, -1.84], [-2.81, -2.18, 0.23], [-2.73, -1.37, 1.84], [-1.29, -2.25, 1.22], [-3.59, -0.24, -0.53], [-3.20, 1.17, 0.45], [-2.54, 1.00, -1.23], [2.25, 1.66, 1.37], [1.20, 0.86, 2.64], [1.19, 2.59, 2.42], [-1.71, 2.88, 0.52], [-0.73, 3.29, 1.96], [-0.12, 3.61, 0.31], [0.14, 2.14, -1.24], [1.72, 1.66, -0.68], [-0.55, -3.53, -1.75]], "spin_multiplicity": 7, "homo_lumo_gap_ev": [5.40, 5.41], "e_tot_ha": -2459.8761, "fmax_ev_per_a": 8.881, "e_lumo_ev": [-13.70, -13.70], "s_squared": 12.0176, "total_charge": 3}

---

Entry 3:
{"formula": "C6H10", "method": "ωB97M-V/def2-TZVPD", "elements": ["C", "C", "C", "C", "C", "C", "H", "H", "H", "H", "H", "H", "H", "H", "H", "H"], "coordinates": [[1.04, 0.22, -1.23], [0.90, -0.40, 0.13], [1.84, -1.18, 0.66], [-0.31, -0.01, 0.98], [-1.30, 0.90, 0.31], [-2.38, 0.44, -0.30], [0.21, 0.00, -1.90], [1.96, -0.15, -1.71], [1.11, 1.30, -1.14], [2.71, -1.46, 0.08], [1.74, -1.55, 1.67], [-0.81, -0.91, 1.33], [0.06, 0.46, 1.89], [-1.06, 1.95, 0.32], [-2.56, -0.63, -0.28], [-3.13, 1.03, -0.81]], "smiles": "C=CCC(=C)C", "homo_lumo_gap_ev": 10.33, "e_tot_ha": -234.5639, "fmax_ev_per_a": 0.325, "e_lumo_ev": 1.13}

---

Entry 4:
{"formula": "C3H5NO2", "method": "ωB97M-V/def2-TZVPD", "elements": ["C", "C", "C", "N", "O", "O", "H", "H", "H", "H", "H"], "coordinates": [[0.58, -1.18, 0.36], [0.51, 1.46, -0.39], [-0.45, -0.68, -0.56], [-0.67, -1.99, 1.76], [0.43, -1.33, 1.72], [-0.03, 0.43, -1.23], [-0.15, 1.61, 0.47], [0.40, 2.41, -1.08], [1.50, 1.32, -0.08], [-1.26, -0.69, 0.30], [-0.87, -1.37, -1.27]], "homo_lumo_gap_ev": [8.49, 7.62], "e_tot_ha": -322.2027, "fmax_ev_per_a": 4.372, "e_lumo_ev": [-0.75, -1.11]}

---

Entry 5:
{"formula": "C8H14N2O", "method": "ωB97M-V/def2-TZVPD", "elements": ["C", "C", "C", "C", "C", "C", "C", "C", "H", "H", "H", "H", "H", "H", "H", "H", "H", "H", "H", "H", "H", "H", "N", "N", "O"], "coordinates": [[4.00, 1.81, -0.23], [3.78, -0.28, 0.98], [3.84, -1.61, 1.06], [2.40, 0.12, -1.02], [-4.25, 1.23, 1.05], [-4.31, 0.32, -0.17], [-3.01, -0.33, -0.40], [-1.92, -0.82, -0.58], [3.62, 2.31, -1.12], [3.75, 2.42, 0.65], [5.10, 1.74, -0.32], [4.06, 0.33, 1.85], [4.13, -2.07, 2.00], [3.62, -2.26, 0.22], [2.32, 0.84, -1.84], [1.74, -1.44, -0.17], [-5.22, 1.73, 1.21], [-4.01, 0.65, 1.94], [-3.48, 2.01, 0.93], [-4.54, 0.90, -1.02], [-6.13, -0.28, 0.12], [-0.93, -1.29, -0.74], [3.40, 0.49, -0.12], [1.60, -0.87, -1.00], [-5.27, -0.71, 0.00]], "smiles": "[H]/N=C\\N(C)C=C.C#C[C@H](C)O", "homo_lumo_gap_ev": 9.46, "e_tot_ha": -497.8562, "fmax_ev_per_a": 1.555, "e_lumo_ev": 0.84}

---

Entry 6:
{"formula": "C7H5F2NO4S", "method": "ωB97M-V/def2-TZVPD", "elements": ["C", "C", "C", "C", "C", "C", "C", "N", "O", "O", "O", "O", "F", "F", "S", "H", "H", "H", "H", "H"], "coordinates": [[2.87, 0.37, 0.03], [2.22, 0.05, 1.21], [2.24, 0.19, -1.19], [0.93, -0.46, 1.18], [0.95, -0.32, -1.24], [0.33, -0.63, -0.05], [-2.53, 0.07, 0.28], [-2.53, 1.23, -0.57], [-3.53, 1.90, -0.63], [-1.49, 1.41, -1.16], [-1.52, -2.31, 0.88], [-1.78, -1.51, -1.45], [-3.66, -0.23, 0.83], [-1.36, 1.30, 1.98], [-1.31, -1.30, -0.11], [3.87, 0.77, 0.06], [2.71, 0.21, 2.16], [2.75, 0.44, -2.11], [0.40, -0.73, 2.08], [0.43, -0.46, -2.17]], "homo_lumo_gap_ev": [6.80, 6.80], "e_tot_ha": -1223.0944, "fmax_ev_per_a": 3.490, "e_lumo_ev": [-3.62, -3.61]}